Computed, not measured: C12H36KNO9 as an isolated structure, with wB97M-V/def2-TZVPD.

Properties
total charge = 0
largest force on an atom = 4.1 eV/Å
E_LUMO = -1.69 eV
HOMO energy = -8.78 eV
calculated total energy = -1810.50030 Ha

Geometry (Å):
K 2.162 -3.851 2.994
N 0.746 -0.936 1.269
O 1.099 -2.040 0.916
O -0.001 -0.184 0.564
O 1.055 -0.547 2.361
O 3.454 -3.347 -1.356
H 2.866 -2.791 -0.846
H 3.995 -3.789 -0.702
O 0.529 -0.107 5.746
H 0.668 -1.051 5.673
H 1.239 0.280 5.233
C 0.326 2.900 4.073
C -0.490 3.196 2.831
C 0.229 3.900 1.641
O -1.013 1.965 2.554
H 1.011 2.062 3.941
H -0.381 2.616 4.852
H 0.961 3.747 4.333
H -1.310 3.867 3.084
H 1.278 3.656 1.472
H 0.256 4.987 1.722
H -0.265 3.648 0.703
H -0.308 1.349 2.343
C -1.799 -3.803 -1.225
C -0.582 -4.745 -1.401
C 0.456 -4.525 -2.541
O 0.165 -4.723 -0.188
H -2.150 -3.515 -2.216
H -1.441 -2.850 -0.836
H -2.582 -4.310 -0.662
H -0.944 -5.761 -1.555
H -0.077 -4.598 -3.489
H 1.123 -5.384 -2.472
H 0.965 -3.564 -2.610
H 0.329 -3.787 -0.052
C 1.944 -0.053 -2.066
C 2.309 1.348 -2.606
C 1.971 2.492 -1.683
O 3.733 1.488 -2.731
H 2.282 -0.170 -1.037
H 2.393 -0.786 -2.736
H 0.860 -0.136 -2.000
H 1.901 1.498 -3.606
H 2.428 2.389 -0.699
H 0.894 2.603 -1.558
H 2.257 3.414 -2.189
H 3.844 2.404 -2.996
C -4.530 1.182 -0.781
C -3.060 0.858 -0.968
C -2.327 2.082 -1.221
O -2.639 0.298 0.251
H -4.834 1.843 0.031
H -5.016 0.252 -0.485
H -5.020 1.448 -1.717
H -2.925 0.103 -1.742
H -1.243 2.017 -1.127
H -2.508 2.856 -0.476
H -2.598 2.416 -2.223
H -1.686 0.190 0.212